19
Properties=species:S:1:pos:R:3:forces:R:3:mulliken_charge:R:1 method="wB97M-V/def2-TZVPD" orbital_gap_ha=0.3370 homo_ev=-8.577 total_energy_ev=-13428.72860
C -0.32269 -1.71116 -0.31506 0.2498 0.2980 0.1381 -0.15
C -1.22806 -1.46619 0.74469 -0.0250 -0.0273 -0.0161 -0.74
N 1.99660 -0.53446 -1.25797 -0.2581 0.0376 0.3030 -0.52
O 1.23384 -0.57958 -0.04747 -0.2673 0.1518 -0.0784 -0.25
H 2.93110 -0.26274 -0.95844 -0.0740 0.0125 -0.0155 0.26
H 1.59069 0.21747 -1.81829 0.0158 0.0034 0.0893 0.31
H -0.50850 -1.29891 -1.29885 0.0190 0.0134 -0.0058 0.30
H 0.33729 -2.56736 -0.30259 -0.0013 0.0135 0.0021 0.30
H -2.17404 -1.01624 0.45450 0.0357 -0.0129 -0.0205 0.29
H -1.31216 -2.25709 1.48559 0.0230 0.0167 -0.0409 0.34
H -0.62492 -0.53487 1.38325 0.1453 0.0730 -0.0734 0.34
C -0.19333 1.43997 -0.41959 0.0614 -0.1276 -0.0369 0.57
N -1.23326 2.04256 0.18447 0.0356 -0.0367 -0.0222 -0.33
C 0.77878 0.76145 0.59702 0.0403 -0.2886 -0.2238 -0.08
O 0.00483 1.45843 -1.63072 -0.0505 -0.0191 0.3063 -0.70
O 0.26900 0.44808 1.76659 -0.0567 0.0191 -0.2286 -0.83
H -1.34267 1.93698 1.18177 0.0672 -0.0299 -0.0726 0.24
H -1.90455 2.55399 -0.36485 0.0673 -0.0477 0.0229 0.25
H 1.70204 1.36968 0.61597 -0.0272 -0.0493 -0.0271 0.40

=====

19
Properties=species:S:1:pos:R:3:forces:R:3:mulliken_charge:R:1 method="wB97M-V/def2-TZVPD" orbital_gap_ha=0.3375 homo_ev=-8.783 smiles="N[C@H](CCNO)C(=O)O" total_energy_ev=-13427.57933
N -1.48915 -0.72972 1.87585 -2.8489 -1.1108 -3.3349 -0.70
C -0.66399 -0.34739 0.72846 2.0475 1.9565 4.8985 0.14
C 0.85768 -0.35246 1.07127 -1.2919 -0.7652 0.0218 -0.75
C 1.74236 -0.39597 -0.18405 -1.3826 6.8304 -0.1023 -0.87
N 1.22570 -1.01013 -1.35480 -3.9462 0.2131 -1.8812 -0.24
O 2.05848 -0.81311 -2.44898 2.6446 -1.6170 1.5703 -0.46
C -1.08431 0.98235 0.27892 -0.2318 6.4145 -5.0173 0.46
O -0.34949 1.80101 -0.42167 -3.1438 -4.1860 3.8872 -0.58
O -2.44990 1.36268 0.43517 1.3561 -4.9825 2.1379 -0.54
H -1.07555 -0.36806 2.60281 2.0726 1.9723 5.6263 0.13
H -1.72267 -1.70925 1.98066 0.5040 0.1859 -0.1275 0.22
H -1.07432 -1.03781 0.20734 -1.2836 -4.2672 -5.6237 0.59
H 1.14696 -1.15068 1.81238 -0.6450 0.2006 -1.0602 0.29
H 0.85666 0.52813 1.72424 1.0851 0.3576 -0.6238 0.37
H 2.25426 0.74358 -0.38706 -1.8463 -3.3431 0.1180 0.23
H 2.45493 -1.01198 -0.07190 6.3402 -3.6031 2.5423 0.77
H 1.06892 -2.02361 -1.27300 0.5085 0.7192 0.1554 0.23
H 1.62468 -0.35972 -3.12221 -1.8001 1.3264 -1.3246 0.31
H -2.87291 0.44452 0.99566 1.8617 3.6981 -1.8619 0.43

=====

19
Properties=species:S:1:pos:R:3:forces:R:3:mulliken_charge:R:1 method="wB97M-V/def2-TZVPD" orbital_gap_ha="0.3086 / 0.3092" homo_ev="-8.581 / -8.586" total_energy_ev=-13425.93557
C -0.56461 -0.68765 -1.34130 -1.6070 -2.1256 -0.1465 0.69
C -0.89762 -2.07072 -1.95523 0.3654 -0.5532 -1.1172 -1.02
C 1.90481 -0.22024 2.13670 1.1306 0.9828 2.5459 -0.52
C -0.84767 2.44953 -0.16878 -0.4584 0.1307 -3.2242 -0.51
N -0.25315 -0.81046 -0.08406 1.1061 2.8113 3.0150 -0.36
N 0.29610 0.97072 0.94693 2.6248 -2.3689 -1.8996 -0.04
O -0.68551 0.34059 -1.98793 0.3661 0.2111 -0.3117 -0.65
O 0.61914 0.36888 2.11738 -2.3884 1.9241 1.2138 -0.20
O -0.74546 1.74446 0.98890 1.1818 -2.5270 4.4152 -0.08
H 0.15342 -2.47954 -2.15614 -1.6732 0.0685 -0.1453 0.24
H -1.46122 -1.83174 -2.89286 0.7612 -0.5243 0.5552 0.28
H -1.52115 -2.83866 -1.37568 1.1047 1.3984 -0.3862 0.30
H 2.80556 0.42815 2.26327 -1.0947 0.4242 -0.4933 0.24
H 1.96609 -0.72520 1.25637 0.6714 -1.9646 -2.3518 0.35
H 1.98969 -0.83881 3.06779 -0.7607 0.1802 -1.0833 0.23
H -0.88867 3.46577 0.10831 -0.9806 1.2878 0.2975 0.31
H -1.73086 1.93773 -0.60955 0.5413 1.3902 -0.6308 0.23
H 0.03795 2.41679 -0.84066 -0.6424 -0.7376 0.5729 0.31
H -0.17682 -1.61960 0.52656 -0.2482 -0.0082 -0.8255 0.21

=====

20
Properties=species:S:1:pos:R:3:forces:R:3:mulliken_charge:R:1 method="wB97M-V/def2-TZVPD" orbital_gap_ha="0.2629 / 0.2422" homo_ev="-6.989 / -6.406" total_energy_ev=-24262.05878
C -0.36799 0.94379 1.73358 1.7130 1.2351 0.0592 -0.47
C -1.56912 0.70410 -0.05848 0.2999 2.3562 -5.8515 0.14
C 0.20885 1.99271 0.79723 0.2705 -0.2055 0.5143 -0.52
C -0.37689 1.60543 -0.60310 -0.7928 0.3876 0.7427 -0.01
N 1.17856 -3.22105 1.03857 0.2288 -0.7372 -0.6541 -0.58
N 0.44086 0.96679 -1.58542 -0.0760 0.0206 -0.9734 -0.30
O -2.20710 -0.16674 -0.90918 -0.4998 -0.6532 2.2226 -0.45
O -1.44739 0.42146 1.15627 -0.7385 -2.0331 2.3532 -0.21
O 2.03810 -1.75044 -0.75796 0.6731 0.4215 -0.3541 -0.60
S 0.94824 -1.77186 0.20714 -2.7174 -1.4790 -1.6078 0.48
H -0.36550 1.00152 2.79977 -0.2626 -0.0049 0.3568 0.39
H -0.04041 3.02684 1.14710 -0.3809 -0.6267 -0.5999 0.28
H 1.29073 2.00966 0.77143 0.3936 -0.2555 0.0589 0.32
H -0.66241 2.53368 -1.08019 -0.8369 0.0771 -0.0042 0.36
H 0.29252 -3.54413 1.37462 -0.7960 0.1465 0.9248 0.28
H 1.33704 -3.92362 0.30498 0.5907 0.2964 0.1536 0.29
H 0.98758 0.21071 -1.28170 0.9184 -0.8788 0.1031 -0.02
H 0.71798 1.31970 -2.51831 -0.6243 0.1111 1.5283 0.18
H -2.04473 -0.02575 -1.83169 0.6648 0.6416 -0.5533 0.33
H -0.35891 -2.33279 -0.70464 1.9725 1.1803 1.5807 0.09

=====

20
Properties=species:S:1:pos:R:3:forces:R:3:mulliken_charge:R:1 method="wB97M-V/def2-TZVPD" orbital_gap_ha="0.2816 / 0.2856" homo_ev="-7.298 / -7.380" total_energy_ev=-24261.84462
C 0.47701 1.44135 0.91152 -0.7620 0.3294 1.0771 -0.45
C 0.63513 1.29349 -1.30199 3.2807 -1.7930 -1.8584 -0.15
C 1.71161 0.75074 0.76308 1.9495 -1.9157 -1.9389 -0.31
C 1.70231 0.31686 -0.82051 1.5486 0.2923 2.0748 0.27
N -3.06377 -1.10447 1.66650 2.7956 2.6664 -1.3198 -0.47
N 1.32433 -1.08131 -1.15723 -1.9108 -0.2323 1.2675 -0.73
O 0.13524 0.97303 -2.53438 -1.2345 2.1348 1.0463 -0.43
O -0.07927 1.66877 -0.26740 -2.4216 1.4572 -0.5308 -0.20
O -1.63051 -1.96945 -0.27700 0.0117 -3.1927 -2.4250 -0.60
S -1.77820 -0.86287 0.58449 -1.9249 5.6109 2.0510 0.49
H 0.35597 2.19265 1.65759 -0.6046 0.4438 0.2969 0.40
H 2.58975 1.41212 0.96618 -0.3895 -0.6784 -0.0460 0.28
H 1.76115 -0.21047 1.28809 0.3257 0.3772 0.5250 0.23
H 2.78281 0.39337 -1.12088 -1.2583 0.5222 -0.4006 0.30
H -2.90876 -0.82399 2.59196 0.2163 -0.0562 1.2709 0.22
H -3.61826 -1.82396 1.43368 -2.6198 -3.0059 -0.5809 0.22
H 0.25483 -1.14019 -1.12859 1.9728 -0.4333 0.2603 0.12
H 1.66277 -1.77093 -0.42737 -0.4864 1.1714 -1.2104 0.31
H 0.22915 0.04005 -2.60102 0.2090 -1.5549 -0.6229 0.39
H -2.54331 0.30520 -0.22672 1.3025 -2.1433 1.0638 0.12

=====

18
Properties=species:S:1:pos:R:3:forces:R:3:mulliken_charge:R:1 method="wB97M-V/def2-TZVPD" orbital_gap_ha=0.3500 homo_ev=-8.810 total_energy_ev=-20167.89883
C 1.08451 1.80329 0.60886 0.3979 4.0959 -1.0091 -0.75
C 1.35768 0.46643 0.01809 1.5053 -3.4131 0.3781 -0.42
C -0.74755 -0.00839 -0.91548 -0.2159 -1.3418 0.5551 0.04
C -0.49454 -1.97725 0.61776 -3.4701 2.5480 1.9067 -1.17
H 1.55295 1.58427 1.72436 -1.9710 1.6588 -2.4649 0.26
H -0.21885 2.26339 0.27642 4.1838 -1.6142 1.8541 0.24
H 1.88199 2.80353 0.02323 -2.5582 -3.1941 1.8872 0.23
H 1.14101 -0.27321 0.83387 0.2509 0.6491 -0.6776 0.18
H 2.46760 0.26705 -0.17866 -1.4030 0.6267 0.1190 0.41
H 0.81789 0.70653 -1.90652 -0.7632 -2.2874 1.1028 0.36
H 0.32602 -2.15709 0.07219 3.0749 -0.4414 -1.9910 0.45
H -0.25875 -1.69404 1.65476 -0.1433 -1.4293 -0.0271 0.35
H -1.25066 -2.68822 0.36499 -0.2432 -1.1948 0.8989 0.37
H -2.83153 -0.41958 -0.62172 0.2188 -0.3030 2.5794 0.32
N 0.61178 -0.07736 -1.17471 1.5488 3.6835 -0.4401 -0.33
N -1.17333 -0.75495 0.15811 1.2390 2.0120 -2.3109 0.36
O -2.52235 -0.66194 0.38585 -0.8893 -0.1362 -2.4659 -0.47
S -1.74388 0.81755 -1.94143 -0.7622 0.0814 0.1053 -0.44